No. 1
{"formula": "C3H6", "method": "ωB97M-V/def2-TZVPD", "elements": ["C", "C", "C", "H", "H", "H", "H", "H", "H"], "coordinates": [[0.4217, -0.6777, 0.0113], [0.3318, 0.7452, -0.0499], [-0.9223, -0.0475, -0.0035], [1.0340, -1.1644, 0.7912], [0.7468, -1.0918, -1.0193], [0.5714, 1.0485, 1.0335], [0.7989, 1.3762, -0.7911], [-1.5354, -0.1375, -0.9468], [-1.4470, -0.0510, 0.9745]], "forces_ev_per_a": [[2.4, -3.4, -3.3], [1.1, 2.6, 3.7], [-1.5, -0.3, -0.2], [-1.2, 0.2, -0.1], [-0.7, 0.2, 1.7], [-0.3, 0.6, -1.9], [-0.5, -0.1, -0.3], [0.7, -0.1, 1.4], [0.1, 0.2, -1.1]], "e_above_lowest_ev": 0.9272, "smiles": "C1CC1", "homo_lumo_gap_ev": 12.11, "homo_energy_ev": -10.76}

No. 2
{"formula": "C51H33CuN11Te", "method": "ωB97M-V/def2-TZVPD", "elements": ["Cu", "C", "C", "C", "C", "C", "N", "C", "N", "C", "C", "C", "C", "C", "C", "C", "C", "N", "C", "N", "C", "N", "C", "N", "C", "N", "C", "C", "C", "C", "C", "C", "C", "C", "C", "C", "C", "C", "N", "C", "C", "H", "H", "H", "H", "H", "H", "H", "H", "H", "H", "H", "H", "H", "H", "H", "H", "C", "Te", "C", "C", "C", "C", "C", "C", "C", "H", "H", "H", "H", "H", "H", "H", "H", "C", "C", "N", "C", "C", "C", "C", "C", "C", "C", "C", "N", "C", "N", "H", "H", "H", "H", "H", "H", "H", "H", "H"], "coordinates": [[14.8619, 13.5218, 11.3126], [15.0071, 7.6980, 8.3358], [14.4663, 8.3942, 7.2832], [14.1331, 9.7195, 7.3837], [14.3318, 10.3379, 8.5714], [14.1815, 11.7103, 9.0750], [14.8728, 11.8968, 10.2191], [15.5185, 10.7240, 10.5321], [16.2027, 10.4135, 11.6275], [16.2752, 11.2810, 12.6164], [17.1984, 11.0334, 13.7245], [18.0535, 10.0196, 14.0583], [19.0674, 10.2711, 15.0205], [19.1646, 11.5014, 15.6860], [18.1923, 12.4496, 15.4039], [17.3110, 12.2853, 14.3653], [16.3918, 13.1707, 13.7436], [16.3562, 14.4188, 14.1524], [15.6175, 15.3338, 13.5299], [14.9388, 15.1954, 12.3342], [14.1473, 16.3167, 12.1372], [13.4560, 16.6070, 10.9776], [13.3149, 15.7268, 10.0353], [13.7125, 14.4210, 10.0028], [13.2675, 13.8403, 8.8094], [13.5265, 12.6491, 8.3369], [12.6386, 14.8806, 8.0063], [12.2183, 14.9106, 6.6721], [12.0726, 16.1515, 6.0873], [12.0845, 17.3039, 6.8798], [12.3674, 17.2505, 8.2455], [12.7366, 16.0671, 8.7372], [14.3581, 17.2258, 13.2284], [13.9148, 18.5430, 13.4456], [14.4155, 19.2600, 14.5457], [15.1893, 18.6193, 15.5215], [15.5690, 17.3052, 15.3115], [15.2253, 16.6228, 14.1553], [15.7501, 12.5324, 12.7227], [15.2240, 9.7410, 9.5300], [15.5322, 8.3685, 9.4388], [15.0619, 6.6079, 8.2928], [14.4186, 7.8475, 6.3541], [13.6932, 10.2963, 6.5295], [17.8698, 8.9916, 13.7125], [19.8838, 9.5395, 15.1969], [19.9526, 11.6834, 16.3512], [18.2020, 13.4021, 15.8462], [12.1749, 14.0043, 6.1572], [11.7883, 16.1374, 5.0130], [11.7377, 18.2422, 6.3375], [12.4010, 18.1724, 8.8135], [13.1888, 18.9813, 12.7592], [14.1342, 20.2659, 14.7639], [15.4957, 19.1949, 16.4410], [16.1237, 16.6643, 16.0126], [16.2909, 7.9412, 10.0647], [9.0830, 8.9125, 15.3585], [9.1321, 10.3222, 13.6368], [6.9209, 10.2956, 13.9679], [6.6153, 9.5613, 15.2441], [5.3157, 9.6486, 15.7981], [5.1000, 8.9827, 16.9788], [6.0941, 8.2448, 17.6056], [7.3839, 8.1270, 17.0617], [7.7084, 8.8387, 15.9056], [9.8361, 9.3363, 16.0633], [9.4648, 7.9134, 15.0404], [6.6541, 9.9334, 12.9546], [6.6592, 11.3803, 13.9875], [4.5431, 10.1424, 15.1822], [4.1189, 9.0469, 17.4393], [5.8096, 7.7085, 18.5376], [8.0665, 7.4643, 17.6265], [17.5289, 15.6866, 3.5386], [18.6767, 16.5467, 3.3812], [19.9121, 16.2100, 3.7030], [20.0990, 14.8890, 3.9689], [19.0669, 14.0061, 4.1916], [17.7268, 14.4637, 4.1350], [19.2407, 12.5662, 4.1819], [20.2869, 11.7437, 4.6295], [21.1680, 11.8594, 5.7455], [21.5493, 10.7701, 6.5374], [22.2869, 11.0833, 7.6507], [22.7978, 12.2756, 7.9082], [22.4226, 13.2378, 7.0918], [21.7000, 13.0750, 5.9975], [16.4845, 16.0299, 3.3365], [18.5809, 17.5414, 2.9506], [21.1346, 14.5950, 4.1375], [16.8875, 13.8536, 4.4160], [18.3589, 12.0245, 3.8310], [20.1601, 10.6979, 4.3287], [21.2601, 9.7674, 6.2518], [22.5499, 10.3311, 8.3761], [22.7109, 14.2681, 7.3392]], "forces_ev_per_a": [[-0.5, 0.1, -0.2], [0.9, -0.7, 1.2], [-0.2, -0.5, -0.8], [-1.4, 0.8, -2.2], [2.4, 1.0, 2.7], [-0.4, 0.7, -1.7], [-0.1, -0.2, 0.1], [-0.3, -0.3, 0.5], [-1.0, 0.7, -0.6], [0.8, -0.7, 0.6], [-0.1, 1.8, -0.2], [0.8, -1.5, 1.2], [0.3, -0.4, -0.6], [-1.8, -0.8, -1.5], [0.8, 0.4, -0.2], [0.1, -2.3, 0.4], [0.3, 0.1, 0.0], [-1.1, 1.2, -0.7], [-1.0, 0.0, 0.9], [-0.5, 0.7, 0.7], [0.4, -0.9, -2.2], [1.1, 0.0, 2.8], [0.3, -0.8, -0.7], [-0.5, -0.7, -0.5], [0.9, 0.9, 0.6], [0.0, -1.1, 1.3], [0.1, 0.6, -0.5], [1.2, 0.6, 1.6], [-1.1, -0.5, -0.6], [-1.0, 1.2, -1.3], [-0.4, 2.6, -1.8], [0.1, -2.2, 1.2], [-0.2, 1.2, 0.7], [0.1, 0.2, 0.1], [-0.5, -1.2, -0.2], [0.4, 0.3, 0.5], [0.9, -1.4, 0.8], [-0.2, 0.2, -1.6], [0.5, 0.6, -0.3], [-1.1, -1.2, -1.0], [-0.2, 1.3, -0.6], [0.4, 0.3, -0.2], [-0.6, 0.1, -0.2], [0.4, -0.7, 0.8], [0.5, 0.6, -0.3], [-1.0, 0.3, -0.1], [0.8, 0.3, 1.0], [0.2, 1.1, 0.8], [-0.2, -1.2, -1.0], [0.3, 0.5, 0.9], [0.8, -1.0, 1.1], [0.0, -0.2, 0.2], [0.3, 0.0, 0.1], [-0.3, 0.6, -0.3], [-0.3, -0.9, -1.1], [0.0, 0.9, 0.1], [-0.2, -0.4, 0.6], [1.8, 0.0, -0.7], [-1.0, -0.8, 1.3], [1.3, 1.5, -1.4], [1.1, -0.5, 0.5], [1.6, -0.3, -1.5], [-0.7, 0.0, 0.7], [-0.1, -0.5, 0.3], [-0.6, -0.1, 0.7], [-2.5, 1.1, -0.5], [-0.8, -0.4, -0.3], [-0.3, 0.8, 0.1], [-0.6, -0.4, 1.1], [-0.1, -0.9, 0.2], [0.4, -0.2, 0.8], [0.1, -0.1, 0.0], [0.5, 0.4, -0.8], [0.0, 0.7, -0.7], [-0.1, 1.3, 0.7], [-1.0, -0.4, -0.2], [-0.3, -1.2, -0.5], [0.5, 1.3, 0.8], [-0.9, -0.5, 0.1], [0.9, 0.8, -1.2], [2.3, -1.9, 1.6], [-3.5, -0.2, -1.4], [2.3, 1.5, 0.1], [-0.7, 0.4, -0.6], [0.8, -0.8, 0.2], [-0.4, 0.4, 0.9], [0.1, 0.4, -0.5], [-1.0, 0.3, 0.2], [1.2, -0.1, 0.1], [-0.3, -0.1, 0.2], [-0.3, -0.2, -0.3], [-0.1, -0.4, -0.1], [0.5, 0.0, -0.5], [-0.2, 0.2, 0.1], [-0.2, 0.0, 0.4], [0.1, -0.4, 0.0], [0.2, -0.5, -0.2]], "multiplicity": 2, "e_above_lowest_ev": 1.8198, "homo_lumo_gap_ev": [4.47, 4.48], "homo_energy_ev": [-6.36, -6.37]}

No. 3
{"formula": "C2H7O3SSi", "method": "ωB97M-V/def2-TZVPD", "elements": ["C", "C", "O", "O", "O", "Si", "S", "H", "H", "H", "H", "H", "H", "H"], "coordinates": [[-1.7728, 1.6133, 0.0654], [0.1322, -1.5746, 0.4848], [1.9411, 0.7589, -0.2224], [3.3136, -1.5378, 0.1381], [-0.4643, 1.4033, 0.5181], [0.4999, 0.2119, 0.0162], [3.5550, -0.1149, -0.2773], [-1.8822, 1.1828, -0.9360], [-1.9546, 2.6884, 0.0399], [-2.4814, 1.1379, 0.7465], [1.0545, -2.1463, 0.4043], [-0.2406, -1.6656, 1.5054], [-0.6060, -1.9983, -0.1910], [-1.0946, 0.0411, -2.2922]], "forces_ev_per_a": [[-0.7, 0.2, -0.1], [0.2, 0.4, 0.1], [0.7, -0.2, 0.1], [-0.3, -0.7, 0.3], [0.4, -0.1, 0.4], [-1.2, -1.0, -1.7], [0.3, 0.8, -0.3], [-0.1, 0.1, 0.0], [-0.1, 0.0, 0.0], [-0.1, 0.0, 0.0], [0.2, 0.1, 0.0], [0.0, 0.1, 0.1], [-0.1, 0.2, -0.1], [0.9, 0.0, 1.1]], "e_above_lowest_ev": 3.7025, "homo_lumo_gap_ev": 6.27, "homo_energy_ev": -2.65, "charge": -1}

No. 4
{"formula": "C3H2NO6S", "method": "ωB97M-V/def2-TZVPD", "elements": ["O", "C", "O", "C", "N", "O", "O", "C", "S", "O", "O", "H", "H"], "coordinates": [[-1.7437, -1.2003, -1.3163], [-0.8224, -1.5333, -0.6484], [-0.1474, -2.5057, -0.4895], [-0.2505, -0.1399, 0.2129], [-0.7193, 0.2016, 1.4458], [0.0222, -0.0890, 2.3747], [-1.8068, 0.7261, 1.5119], [1.4041, 0.0862, -0.0692], [0.2102, 1.1485, -0.8571], [0.3516, 2.4530, -0.2240], [-0.2118, 1.1724, -2.2087], [1.8913, 0.5229, 0.7352], [1.8224, -0.8426, -0.4672]], "forces_ev_per_a": [[-2.4, 0.6, -1.2], [0.4, 1.0, 0.6], [1.5, -1.5, 0.8], [3.1, 0.1, -3.7], [0.0, 0.0, 1.6], [-0.4, 0.2, 1.0], [-0.6, 0.2, 0.6], [-3.1, -1.7, -1.4], [0.7, 1.1, 1.9], [-0.2, -0.5, 0.1], [0.2, -0.7, -1.2], [0.9, 1.0, 1.2], [-0.2, 0.4, -0.2]], "e_above_lowest_ev": 4.8085, "smiles": "O=C([O-])[C@@]1([N+](=O)[O-])CS1(=O)=O", "homo_lumo_gap_ev": 9.20, "homo_energy_ev": -5.81, "charge": -1}

No. 5
{"formula": "C19H43N2O2P3Y", "method": "ωB97M-V/def2-TZVPD", "elements": ["Y", "P", "P", "P", "H", "C", "C", "H", "C", "C", "C", "C", "C", "C", "C", "C", "C", "H", "H", "H", "H", "H", "H", "H", "H", "H", "H", "H", "H", "H", "H", "H", "H", "H", "H", "H", "H", "H", "H", "H", "H", "H", "H", "H", "H", "H", "C", "C", "C", "C", "C", "C", "O", "H", "H", "H", "H", "H", "H", "C", "N", "C", "N", "O", "H", "H", "H", "H", "H", "H"], "coordinates": [[-0.3014, 0.1652, 0.1232], [1.7364, 1.0106, 1.8851], [-1.0118, 2.6821, -0.7246], [2.2660, -0.3101, -1.2693], [-0.8529, -4.3972, 0.4974], [0.1594, -4.7862, 0.6451], [0.9025, -4.4210, 1.7102], [0.4920, -3.7206, 2.4454], [1.1398, 1.4158, 3.5709], [2.6471, 2.5550, 1.5034], [3.1292, -0.0814, 2.3581], [-2.6689, 2.7504, -1.5003], [-1.2739, 3.8840, 0.6405], [-0.0555, 3.7057, -1.8930], [2.8280, -1.9811, -0.7518], [3.8532, 0.6004, -1.3011], [2.0277, -0.6189, -3.0580], [0.5211, -5.5113, -0.0930], [1.9300, -4.7614, 1.8619], [0.9945, 0.4989, 4.1577], [0.2048, 1.9944, 3.5663], [1.9148, 2.0264, 4.0557], [1.9535, 3.3263, 1.1411], [3.4156, 2.3825, 0.7400], [3.1213, 2.9038, 2.4315], [2.7338, -1.0542, 2.6798], [3.6616, 0.3844, 3.1998], [3.8324, -0.2421, 1.5326], [-2.6852, 3.5926, -2.2059], [-3.4563, 2.9076, -0.7488], [-2.8758, 1.8273, -2.0599], [-1.7281, 4.7914, 0.2171], [-0.3143, 4.1557, 1.1004], [-1.9489, 3.5095, 1.4256], [-0.7175, 4.4461, -2.3654], [0.3741, 3.0669, -2.6762], [0.7607, 4.2259, -1.3742], [3.3652, -2.4357, -1.5951], [1.9664, -2.6079, -0.4888], [3.4951, -1.9093, 0.1159], [4.4508, 0.2117, -2.1376], [4.4166, 0.4841, -0.3669], [3.6463, 1.6647, -1.4706], [2.8547, -1.2475, -3.4165], [2.0253, 0.3425, -3.5868], [1.0782, -1.1354, -3.2466], [-1.2942, -1.8864, -2.2389], [-2.4433, -1.2360, -2.7564], [-2.8869, -1.5817, -4.0272], [-2.3090, -2.6746, -4.6855], [-1.3117, -3.4425, -4.0706], [-0.8220, -3.0837, -2.8184], [-0.5885, -1.3202, -1.2594], [-1.3130, 1.5491, 2.1207], [-2.9224, -0.4584, -2.1535], [-3.6901, -1.0068, -4.4944], [-2.6711, -2.9512, -5.6766], [-0.9201, -4.3331, -4.5647], [-0.1026, -3.6887, -2.2640], [-1.8096, -0.7969, 4.2096], [-2.9798, -0.2050, 3.5263], [-2.9512, 0.4277, 2.3958], [-4.0039, 0.8496, 1.6983], [-1.7093, 0.6943, 1.8005], [-1.3372, -1.5690, 3.5888], [-2.1661, -1.2686, 5.1249], [-1.0714, -0.0324, 4.4764], [-3.9012, -0.3108, 3.9583], [-3.8393, 1.3270, 0.8151], [-4.9638, 0.7077, 2.0209]], "forces_ev_per_a": [[1.9, -2.5, -2.8], [1.1, 0.3, 1.1], [-0.7, 1.9, -0.5], [0.5, -0.6, -0.5], [0.3, -0.2, 0.1], [0.6, 0.2, 0.8], [-0.5, 0.1, -1.1], [0.2, -0.3, -0.1], [-0.1, 0.1, 0.2], [-0.3, 0.2, -0.3], [-0.1, -0.4, 0.0], [-0.3, -0.6, -0.2], [0.3, 0.0, 0.2], [0.6, -0.2, -0.2], [-0.2, 0.0, 0.3], [-0.1, 0.3, 0.0], [-0.4, 0.3, 0.0], [-0.1, 0.3, 0.3], [-0.4, 0.0, 0.0], [0.1, 0.2, -0.1], [0.2, 0.0, 0.1], [-0.3, -0.2, 0.1], [0.3, -0.1, 0.1], [-0.2, 0.0, 0.2], [-0.1, -0.1, -0.3], [0.2, 0.2, 0.0], [-0.1, -0.1, -0.2], [-0.3, 0.1, 0.3], [-0.1, -0.2, 0.3], [0.2, 0.0, -0.2], [-0.1, 0.3, 0.0], [0.1, -0.2, 0.2], [-0.2, 0.0, -0.1], [0.1, 0.1, -0.2], [0.2, -0.2, 0.3], [-0.1, 0.2, 0.1], [-0.2, -0.2, -0.2], [-0.1, 0.1, 0.3], [0.2, 0.0, -0.1], [-0.2, -0.1, -0.2], [-0.1, 0.1, 0.3], [-0.1, 0.1, -0.3], [0.2, -0.2, -0.1], [-0.2, 0.3, 0.0], [0.0, -0.3, 0.0], [0.3, 0.1, 0.0], [-0.8, -0.9, -1.6], [1.2, -0.3, 0.0], [-0.2, -0.4, 0.1], [0.0, 0.0, -0.1], [-0.4, 0.0, 0.0], [-0.3, 0.8, 0.1], [-0.3, 1.2, 2.6], [-0.5, -0.5, 0.2], [0.2, 0.1, -0.3], [0.2, -0.3, 0.1], [0.2, 0.1, 0.3], [-0.2, 0.3, 0.1], [0.1, 0.3, -0.4], [0.4, -0.1, 0.2], [0.0, 0.1, -0.1], [-0.4, 0.6, -0.7], [0.8, -0.2, 0.4], [-1.4, 0.4, 1.5], [-0.3, 0.2, 0.1], [0.0, 0.1, -0.1], [-0.4, -0.1, -0.1], [0.3, -0.2, -0.1], [-0.3, -0.1, 0.3], [0.3, 0.0, -0.2]], "e_above_lowest_ev": 1.8020, "homo_lumo_gap_ev": 5.53, "homo_energy_ev": -15.15, "charge": 3}

No. 6
{"formula": "C5H10NO", "method": "ωB97M-V/def2-TZVPD", "elements": ["C", "C", "C", "C", "C", "N", "O", "H", "H", "H", "H", "H", "H", "H", "H", "H", "H"], "coordinates": [[3.4723, -0.4502, 0.1682], [2.1603, -0.3942, 0.0546], [1.4519, 0.8807, 0.0867], [-1.1853, 1.0945, -0.8666], [-2.3167, -0.5428, 0.7343], [-2.0841, -0.1070, -0.6700], [0.1304, 0.7446, -0.2077], [3.9225, -1.3932, 0.3635], [3.9546, 0.4682, -0.0425], [1.5358, -1.3551, 0.0265], [1.9518, 1.8307, -0.0630], [-1.5389, 2.0032, -0.5054], [-3.2622, -0.2647, 1.2336], [-2.3761, -1.5593, 0.7915], [-1.3929, -0.2196, 1.2963], [-2.9234, 0.0082, -1.2845], [-1.5000, -0.7442, -1.1155]], "forces_ev_per_a": [[-0.3, 0.0, -0.3], [-2.6, -0.8, 0.8], [-3.2, -1.7, -2.9], [3.2, -1.0, 0.1], [0.6, 2.1, 1.5], [-0.5, 2.3, 0.6], [0.1, 0.0, -0.1], [0.8, -0.3, -0.2], [1.3, 0.5, 0.5], [0.8, 1.7, 0.3], [-0.3, 0.2, 0.4], [-0.8, 1.3, 0.8], [0.6, 0.9, -0.7], [0.2, -3.0, -0.3], [-1.4, -0.3, -0.4], [0.7, 0.0, 0.8], [0.9, -2.2, -1.0]], "e_above_lowest_ev": 6.3503, "homo_lumo_gap_ev": [6.63, 8.14], "homo_energy_ev": [-11.78, -12.73], "charge": 1}

Across the entries above, E_tot takes the values -3206.5317, -121744.8766, -27042.2570, -27750.3052, -56360.8685, -8872.2299 eV, respectively.